Entry 1:
The following is a quantum chemistry calculation of a molecular structure, C28H30Cl2FIrNO2S4, from the OMol25 dataset.

## Properties
Electronic energy (eV): -109045.849
HOMO energy (eV): -9.9945
Molar mass (g mol⁻¹): 822.9
Maximum force (eV Å⁻¹): 0.6
Gap between HOMO and LUMO (eV): 7.0

ORCA input file:
```
! RIJCOSX wB97M-V def2-TZVPD def2/J DEFGRID3
* xyz 1 1
Ir 1.0030 0.3306 -0.8210
C 2.4840 3.0782 -0.0033
C 1.1078 3.5629 -0.4167
S 0.3494 2.5999 -1.7512
C 1.1754 3.1489 -3.2640
C 2.5731 2.6068 -3.5418
S 2.6355 0.8138 -3.3093
C 4.4111 0.6055 -3.0570
C 4.6939 -0.8062 -2.5373
S 3.6851 -1.3310 -1.1358
C 4.4801 -0.5186 0.2696
C 4.1807 0.9691 0.4596
S 2.4084 1.3705 0.6271
H 2.9027 3.7027 0.7868
H 3.1662 3.0890 -0.8519
H 1.1482 4.6128 -0.7087
H 0.3949 3.4783 0.4064
H 1.1859 4.2394 -3.2668
H 0.4872 2.8363 -4.0508
H 3.3173 3.0748 -2.8973
H 2.8374 2.8478 -4.5719
H 4.7564 1.3690 -2.3600
H 4.9349 0.7546 -4.0015
H 5.7544 -0.9194 -2.3098
H 4.4553 -1.5343 -3.3144
H 5.5596 -0.6419 0.1683
H 4.1728 -1.0949 1.1412
H 4.5811 1.5510 -0.3677
H 4.6417 1.3285 1.3810
F 0.9286 -5.1660 1.9996
C 0.9674 -3.9651 1.3919
C 1.4324 -2.8749 2.0960
C 1.4578 -1.6378 1.4638
C 1.0429 -1.4802 0.1412
C 0.5636 -2.6100 -0.5252
C 0.5242 -3.8540 0.0906
H 1.7514 -2.9931 3.1234
H 1.7782 -0.7850 2.0519
H 0.2268 -2.5394 -1.5516
H 0.1571 -4.7287 -0.4292
Cl -2.4282 0.1800 3.2236
C -2.7919 -1.4429 2.7234
C -1.9105 -2.4418 3.1062
C -2.1861 -3.7674 2.8267
C -3.3570 -4.0913 2.1600
C -4.2120 -3.0874 1.7526
Cl -5.6578 -3.5181 0.8891
C -3.9618 -1.7259 2.0024
N -4.8623 -0.7767 1.5564
C -4.6043 0.5450 1.1225
C -5.3885 1.5717 1.6402
C -5.1991 2.8804 1.2363
C -4.2046 3.1813 0.3168
C -3.4331 2.1602 -0.2109
C -3.6316 0.8351 0.1621
C -2.8565 -0.2648 -0.5223
C -1.4234 0.0455 -0.7536
O -0.7781 -0.3086 -1.7803
O -0.7164 0.6244 0.1536
H -1.0188 -2.1606 3.6488
H -1.5023 -4.5443 3.1382
H -3.6107 -5.1187 1.9396
H -5.7939 -1.1201 1.3889
H -6.1327 1.3280 2.3874
H -5.8156 3.6659 1.6522
H -4.0422 4.2033 0.0011
H -2.6786 2.3956 -0.9544
H -3.3117 -0.5763 -1.4636
H -2.8043 -1.1617 0.1029
*
```

***

Entry 2:
The following is a quantum chemistry calculation of a molecular structure, C40H11Cl5F15GeN3ORuS, from the OMol25 dataset.

## Properties
Electronic energy (eV): -221481.003
HOMO energy (eV): -8.2261
Molar mass (g mol⁻¹): 1217.5
Maximum force (eV Å⁻¹): 0.7
Gap between HOMO and LUMO (eV): 6.2

ORCA input file:
```
! RIJCOSX wB97M-V def2-TZVPD def2/J DEFGRID3
* xyz 0 1
Ru 1.3058 -1.4198 0.3024
O 1.4841 -1.6671 2.3503
C 0.8582 -2.4460 3.1629
C 1.0955 -2.3149 4.5561
C 0.4790 -3.1360 5.4570
C -0.4238 -4.1291 5.0330
C -0.6791 -4.2674 3.6971
C -0.0528 -3.4437 2.7343
C -0.3580 -3.6308 1.3362
N -0.0283 -2.8730 0.2654
C -0.5987 -3.4672 -0.8625
C -1.2713 -4.5630 -0.4784
N -1.1120 -4.6538 0.8905
H 1.7852 -1.5431 4.8691
H 0.6825 -3.0161 6.5137
H -0.9160 -4.7685 5.7514
H -1.3965 -5.0209 3.3948
H -0.4807 -3.0475 -1.8413
H -1.8436 -5.2778 -1.0397
H -1.4982 -5.3697 1.4790
N 0.8818 -1.1896 -7.1641
C 0.9667 -1.2111 -6.0181
C 1.0709 -1.2360 -4.5823
C 2.1559 -1.8477 -3.9657
C 2.2412 -1.8732 -2.5816
C 1.2641 -1.2927 -1.7590
C 0.1862 -0.6963 -2.4187
C 0.0739 -0.6639 -3.7991
H 2.9277 -2.3038 -4.5722
H 3.0957 -2.3782 -2.1500
H -0.6162 -0.2920 -1.8237
H -0.7872 -0.2177 -4.2793
F -2.6249 -0.8185 0.6856
C -3.4447 0.2326 0.5626
C -2.9476 1.4967 0.3046
C -3.8773 2.5120 0.1573
F -3.4543 3.7635 -0.0820
C -5.2384 2.3070 0.2673
F -6.0984 3.3122 0.1271
C -5.7007 1.0281 0.5342
F -7.0053 0.8021 0.6434
C -4.8027 -0.0143 0.6812
F -5.2511 -1.2455 0.9246
Ge -1.0673 1.9690 0.0930
S 0.1971 0.2941 0.9251
C -0.5856 3.2914 1.4519
C 0.6837 3.8456 1.4493
F 1.5314 3.5439 0.4641
C 1.1280 4.7227 2.4195
F 2.3527 5.2383 2.3663
C 0.2757 5.0646 3.4560
F 0.6795 5.9059 4.4004
C -0.9967 4.5245 3.5051
F -1.8165 4.8443 4.5044
C -1.4030 3.6473 2.5133
F -2.6379 3.1425 2.6368
C -1.0551 2.7207 -1.7181
C -1.6673 2.0205 -2.7470
F -2.2828 0.8511 -2.4956
C -1.7479 2.4907 -4.0434
F -2.3514 1.7759 -4.9918
C -1.2071 3.7275 -4.3471
F -1.2747 4.2004 -5.5839
C -0.6290 4.4824 -3.3426
F -0.1481 5.6920 -3.6162
C -0.5747 3.9792 -2.0533
F -0.0602 4.7941 -1.1285
Cl 3.2428 1.3124 -0.8143
C 4.0290 -0.1463 -0.3803
C 3.2916 -1.2491 0.0246
C 3.9688 -2.4246 0.2811
Cl 2.9833 -3.8137 0.6308
C 5.3480 -2.5386 0.1963
Cl 6.1170 -4.0369 0.5289
C 6.0825 -1.4136 -0.1664
Cl 7.7940 -1.5092 -0.2732
C 5.4231 -0.2210 -0.4611
Cl 6.3303 1.1535 -0.9476
*
```

***

ΔE to the lowest compared entry with this formula, charge and spin, respectively: 0.00, 16.42 kcal/mol.